Formula: C4H10N2O2
Source: the Open Molecules 2025 dataset
Level of theory: ωB97M-V/def2-TZVPD

```
18
Properties=species:S:1:pos:R:3:nbo_charge:R:1
C -2.1844 0.2437 -0.0124 -0.718
C -1.9407 1.0887 -1.2412 0.675
N -2.1003 0.4586 -2.4478 -0.846
O -1.6586 2.2703 -1.1815 -0.618
H -1.4913 -0.5876 -0.1140 0.241
H -3.1996 -0.1389 0.0651 0.220
H -1.8987 0.8468 0.8365 0.251
H -1.7404 0.8817 -3.2874 0.403
H -2.5510 -0.4378 -2.4665 0.388
C 2.1997 0.0767 0.1492 -0.715
C 1.5132 -0.5727 1.3445 0.680
N 2.3408 -1.2280 2.1996 -0.828
O 0.3042 -0.5754 1.4630 -0.623
H 1.4224 0.2786 -0.5805 0.245
H 2.8888 -0.6374 -0.2906 0.219
H 2.7443 0.9592 0.4800 0.233
H 2.0143 -1.8004 2.9599 0.404
H 3.3371 -1.1263 2.1240 0.388
```

ΔE to the lowest compared entry with this formula, charge and spin, eV: 0.558
M, g mol⁻¹: 118.14
LUMO energy, eV: 0.785